1.
Below is a single C4H4N4 molecule, with properties calculated with wB97M-V/def2-TZVPD.

Properties
E_LUMO	0.14	eV
structure (SMILES)	c1nc2c([nH]1)=NCN=2
max |F|	4.45	eV Å⁻¹
relative energy (zero: lowest compared OMol25 entry of this formula, charge and spin)	20.6	kcal per mole
HOMO level	-0.354	Ha

The geometry in ORCA input format:
```
! RIJCOSX wB97M-V def2-TZVPD def2/J DEFGRID3
* xyz 0 1
C 0.039 -0.493 -1.979
C -0.312 -0.900 0.070
C 0.284 0.584 -0.083
C -0.199 0.138 1.976
N -0.395 -1.415 -1.190
N -0.562 -1.086 1.300
N 0.338 1.134 1.061
N 0.470 0.697 -1.414
H 0.053 -0.621 -3.048
H -1.094 0.550 2.453
H 0.525 -0.072 2.768
H 0.852 1.483 -1.914
*
```

natural (NBO) population analysis, charges in e, atoms 1 to 8:
1 C 0.31
2 C 0.31
3 C 0.30
4 C -0.10
5 N -0.47
6 N -0.39
7 N -0.43
8 N -0.59


2.
Below is an isolated ion of composition H2N3O2S and charge -1, with properties calculated with wB97M-V/def2-TZVPD.

Properties
E_LUMO (spin up / spin down)	3.96 / 3.96	eV
structure (SMILES)	NN([O-])[N+]([O-])=S
max |F|	6.16	eV Å⁻¹
relative energy (zero: lowest compared OMol25 entry of this formula, charge and spin)	64.8	kcal per mole
HOMO level (spin up / spin down)	-0.119 / -0.119	Ha

The geometry in ORCA input format:
```
! RIJCOSX wB97M-V def2-TZVPD def2/J DEFGRID3
* xyz -1 1
N -0.494 1.323 0.075
N 0.618 0.214 -0.155
N 0.193 -0.979 0.024
O 1.790 0.524 -0.438
O 1.133 -1.899 -0.153
S -1.326 -1.294 0.300
H -0.781 1.047 0.965
H -1.134 1.064 -0.617
*
```

From a natural (NBO) analysis of the wavefunction, the atomic charges in e read:
1 N -0.67
2 N 0.33
3 N 0.03
4 O -0.51
5 O -0.58
6 S -0.31
7 H 0.36
8 H 0.36


3.
Below is C49H39Br2N3O3ReSb2 as an isolated structure, with properties calculated with wB97M-V/def2-TZVPD.

Properties
E_LUMO (spin up / spin down)	-6.38 / -7.24	eV
max |F|	2.94	eV Å⁻¹
relative energy (zero: lowest compared OMol25 entry of this formula, charge and spin)	0.0	kcal per mole
HOMO level (spin up / spin down)	-0.460 / -0.456	Ha

The geometry in ORCA input format:
```
! RIJCOSX wB97M-V def2-TZVPD def2/J DEFGRID3
* xyz 2 4
Re 0.823 -1.106 0.714
Br -4.697 -5.873 1.710
C -3.466 -4.588 1.049
C -3.036 -4.651 -0.285
C -2.154 -3.719 -0.760
C -1.627 -2.701 0.068
O -0.795 -1.840 -0.415
C -2.075 -2.644 1.433
C -1.642 -1.635 2.335
N -0.609 -0.839 2.179
C -0.296 0.085 3.189
C -1.176 0.643 4.094
C -0.724 1.572 5.039
C 0.596 1.937 5.099
C 1.532 1.362 4.213
C 2.912 1.639 4.255
C 3.731 1.027 3.341
C 3.189 0.175 2.372
N 1.896 -0.100 2.281
C 1.073 0.454 3.227
C -3.008 -3.593 1.883
H -3.396 -5.442 -0.928
H -1.822 -3.747 -1.785
H -2.186 -1.582 3.273
H -2.227 0.407 4.061
H -1.435 1.995 5.731
H 0.937 2.667 5.817
H 3.305 2.309 5.003
H 4.796 1.187 3.346
H 3.846 -0.294 1.652
H -3.338 -3.560 2.910
C 1.312 2.879 0.042
C -0.075 3.499 0.038
C -1.140 2.577 0.614
Sb -1.757 1.078 -0.865
C -3.383 0.089 0.174
C -3.773 0.405 1.466
C -4.824 -0.286 2.049
C -5.464 -1.302 1.359
C -5.066 -1.620 0.070
C -4.023 -0.927 -0.522
C -2.858 2.536 -2.057
C -4.136 2.895 -1.676
C -4.802 3.864 -2.412
C -4.198 4.451 -3.512
C -2.920 4.073 -3.887
C -2.249 3.103 -3.159
Sb 1.503 0.922 -0.895
C 3.656 0.787 -1.036
C 4.322 -0.391 -0.732
C 5.670 -0.529 -1.009
C 6.358 0.510 -1.610
C 5.708 1.701 -1.888
C 4.359 1.843 -1.599
C 1.034 1.174 -2.982
C 1.272 2.424 -3.534
C 1.096 2.618 -4.894
C 0.680 1.566 -5.694
C 0.427 0.324 -5.133
C 0.602 0.120 -3.773
H 1.676 2.771 1.069
H 2.017 3.519 -0.486
H -0.344 3.814 -0.975
H -0.045 4.408 0.646
H -2.038 3.138 0.882
H -0.754 2.072 1.501
H -3.277 1.205 2.004
H -5.145 -0.028 3.047
H -6.276 -1.837 1.823
H -5.556 -2.411 -0.477
H -3.713 -1.175 -1.533
H -4.609 2.439 -0.817
H -5.797 4.160 -2.118
H -4.726 5.200 -4.084
H -2.448 4.516 -4.752
H -1.261 2.787 -3.465
H 3.791 -1.226 -0.300
H 6.173 -1.455 -0.775
H 7.394 0.388 -1.877
H 6.241 2.518 -2.349
H 3.863 2.779 -1.822
H 1.592 3.247 -2.910
H 1.289 3.590 -5.321
H 0.552 1.719 -6.753
H 0.103 -0.491 -5.760
H 0.427 -0.858 -3.344
Br 1.216 -3.226 3.798
C 2.114 -3.912 2.277
C 3.012 -4.962 2.391
C 3.600 -5.444 1.228
C 3.255 -4.874 0.011
C 2.385 -3.794 0.013
N 1.835 -3.315 1.129
C 2.066 -3.016 -1.265
O 2.122 -3.536 -2.349
O 1.800 -1.774 -1.033
H 3.230 -5.392 3.356
H 4.322 -6.245 1.276
H 3.653 -5.227 -0.929
*
```

natural (NBO) population analysis, charges in e, atoms 1 to 8:
1 Re 1.49
2 Br 0.11
3 C -0.15
4 C -0.13
5 C -0.27
6 C 0.41
7 O -0.71
8 C -0.27


4.
Below is a single C4H5Cl molecule, with properties calculated with wB97M-V/def2-TZVPD.

Properties
E_LUMO	1.09	eV
structure (SMILES)	C=C/C=C/Cl
max |F|	3.32	eV Å⁻¹
relative energy (zero: lowest compared OMol25 entry of this formula, charge and spin)	13.2	kcal per mole
HOMO level	-0.349	Ha

The geometry in ORCA input format:
```
! RIJCOSX wB97M-V def2-TZVPD def2/J DEFGRID3
* xyz 0 1
C 0.439 -0.389 -0.211
C -0.645 0.234 0.209
C -0.734 0.315 1.714
C -0.339 1.444 2.358
H 1.139 -0.916 0.392
H -1.548 0.499 -0.271
H -1.171 -0.636 2.119
H -0.544 1.599 3.465
H 0.075 2.223 1.734
Cl 0.572 -0.729 -1.874
*
```

natural (NBO) population analysis, charges in e, atoms 1 to 8:
1 C -0.21
2 C -0.25
3 C -0.21
4 C -0.39
5 H 0.22
6 H 0.23
7 H 0.21
8 H 0.21


5.
Below is a 2-piece molecular cluster, C3H3NOS overall, with properties calculated with wB97M-V/def2-TZVPD.

Properties
E_LUMO (spin up / spin down)	-1.64 / -1.80	eV
structure (SMILES)	O=NC=S.C#C
max |F|	2.01	eV Å⁻¹
relative energy (zero: lowest compared OMol25 entry of this formula, charge and spin)	144.9	kcal per mole
HOMO level (spin up / spin down)	-0.313 / -0.312	Ha

The geometry in ORCA input format:
```
! RIJCOSX wB97M-V def2-TZVPD def2/J DEFGRID3
* xyz 0 1
C -1.630 -0.694 -0.269
C -1.907 0.367 0.207
C 1.307 0.667 0.028
N 1.071 -0.557 0.034
O 1.167 -1.736 0.111
S 3.001 0.856 -0.059
H -1.396 -1.621 -0.707
H -2.154 1.293 0.641
H 0.540 1.425 0.013
*
```

natural (NBO) population analysis, charges in e, atoms 1 to 8:
1 C -0.23
2 C -0.24
3 C -0.17
4 N 0.26
5 O -0.20
6 S -0.15
7 H 0.24
8 H 0.24


6.
Below is a 2-piece molecular cluster, C6H12N2 overall, with properties calculated with wB97M-V/def2-TZVPD.

Properties
E_LUMO	0.92	eV
structure (SMILES)	Cc1c[nH]cn1.CC
max |F|	1.86	eV Å⁻¹
relative energy (zero: lowest compared OMol25 entry of this formula, charge and spin)	12.5	kcal per mole
HOMO level	-0.316	Ha

The geometry in ORCA input format:
```
! RIJCOSX wB97M-V def2-TZVPD def2/J DEFGRID3
* xyz 0 1
C -1.250 1.892 -0.454
C -1.231 1.796 -1.961
H -0.857 0.988 0.022
H -0.708 2.733 -0.043
H -2.244 1.760 -0.011
H -1.973 2.432 -2.434
H -1.495 0.803 -2.323
H -0.216 1.930 -2.336
C -0.813 -1.530 -0.092
C 2.584 -1.623 0.959
C 0.498 -1.278 0.550
C 0.856 -0.399 1.539
N 1.598 -2.032 0.223
N 2.187 -0.594 1.760
H 3.540 -2.100 1.082
H 2.627 -0.409 2.645
H 0.303 0.403 2.000
H -0.783 -2.405 -0.748
H -0.926 -0.813 -0.910
H -1.696 -1.555 0.533
*
```

natural (NBO) population analysis, charges in e, atoms 1 to 8:
1 C -0.62
2 C -0.61
3 H 0.21
4 H 0.21
5 H 0.20
6 H 0.21
7 H 0.20
8 H 0.21